This record from the Open Molecules 2025 dataset describes a single C2H3N5O3 molecule. The level of theory is ωB97M-V/def2-TZVPD.

```
13
Properties=species:S:1:pos:R:3:nbo_charge:R:1
N -2.134 1.020 0.091 0.13
N -1.038 1.626 0.056 -0.36
H 0.047 -2.724 -0.507 0.49
C 0.120 0.901 0.074 0.38
H 1.224 2.612 -0.022 0.41
O -3.413 -0.849 -0.064 -0.27
N 1.110 -1.223 0.086 0.38
H 2.115 1.094 0.148 0.44
O 0.962 -2.583 -0.217 -0.52
O 2.232 -0.913 0.490 -0.46
N -2.518 -0.075 -0.120 0.42
C 0.045 -0.495 -0.042 -0.30
N 1.249 1.608 0.027 -0.73
```

Computed properties:
gap between HOMO and LUMO (spin up / spin down)	7.6982 / 7.6952	eV
structure (SMILES)	NC(=C=[N+]([O-])O)/N=N\N=O
F_max	2.555	eV Å⁻¹
lowest unoccupied orbital energy (spin up / spin down)	-1.34 / -1.34	eV
charge	0
energy	-577.185448	a.u.



This record from the Open Molecules 2025 dataset describes 2 unconnected molecules or ions with the total composition C19H33BFN3O3. The level of theory is ωB97M-V/def2-TZVPD.

```
60
Properties=species:S:1:pos:R:3:nbo_charge:R:1
H 0.666 -4.947 -2.329 0.21
H 0.533 4.395 -1.196 0.23
H -2.751 5.026 -0.713 0.24
H 2.884 -8.822 0.222 0.21
H -1.055 6.170 2.696 0.23
C -1.232 4.038 1.031 -0.21
C 1.349 -3.368 1.584 0.74
N -1.141 5.539 0.654 -0.22
H 0.804 -0.795 0.650 0.25
H -0.207 -0.138 -0.804 0.19
H -2.531 -3.697 -0.997 0.48
H -1.572 -2.065 1.512 0.30
H -2.706 6.138 1.984 0.23
H -0.745 0.234 0.967 0.18
O 2.674 -3.129 1.639 -0.71
O 0.491 -3.126 2.770 -0.83
C -0.285 -0.614 0.262 -0.62
C 0.768 -3.977 0.138 -0.43
O -1.590 -4.045 -1.183 -0.94
H 1.888 2.534 1.636 0.25
C 1.451 -4.081 -2.290 0.33
C -1.663 6.385 1.814 -0.40
C 0.378 5.477 -1.178 -0.43
C 2.049 -6.566 0.091 -0.27
H -2.444 6.779 -0.539 0.22
H 0.870 -3.364 -4.427 0.23
H -0.954 6.764 -2.273 0.23
N 1.795 -3.580 -0.906 -0.59
H 0.073 -2.295 -3.058 0.22
H 1.696 3.866 0.536 0.19
H 0.215 7.119 0.201 0.22
C 1.902 -8.168 0.406 0.01
H 1.741 -2.523 -0.974 0.37
H -0.400 2.582 2.349 0.26
N 0.702 -8.902 0.933 -0.47
H -1.245 5.046 -2.551 0.24
H 1.986 -2.149 -3.514 0.22
H 0.993 5.729 0.959 0.25
H -1.567 7.449 1.537 0.23
C -0.043 3.480 1.835 -0.44
C 0.244 6.021 0.223 -0.21
H -1.467 -8.581 1.613 0.21
H 1.208 5.933 -1.724 0.25
H -2.145 3.940 1.638 0.23
C -1.297 -1.898 0.383 -0.84
C 1.159 3.039 1.002 -0.62
H 0.852 2.348 0.210 0.22
H -1.642 -5.825 1.209 0.24
C -0.500 -8.034 1.175 0.01
F 2.728 -4.671 -2.842 -0.42
H -2.314 -1.577 -0.151 0.18
H 3.064 -6.089 -0.300 0.27
C 1.054 -2.865 -3.358 -0.68
C -1.976 5.795 -0.628 -0.21
H -1.387 3.457 0.119 0.23
C 0.696 -5.627 0.384 0.07
B -0.708 -3.313 -0.209 1.16
C -0.975 5.782 -1.787 -0.43
C -0.640 -6.416 0.952 -0.28
H 0.268 4.179 2.618 0.21
```

Computed properties:
gap between HOMO and LUMO	5.1112	eV
F_max	7.729	eV Å⁻¹
lowest unoccupied orbital energy	-1.17	eV
charge	0
energy	-1258.030247	a.u.



This record from the Open Molecules 2025 dataset describes a single C2H2N2O3 molecule. The level of theory is ωB97M-V/def2-TZVPD.

```
9
Properties=species:S:1:pos:R:3:nbo_charge:R:1
O -1.870 -1.652 -1.021 -0.50
N 0.428 -1.104 -1.007 -0.45
H -0.068 2.038 1.444 0.49
H 2.083 -0.368 0.011 0.21
C 0.966 -0.352 -0.179 0.25
O -1.085 0.234 0.174 -0.39
N 0.183 0.422 0.712 0.07
C -0.999 -0.946 -0.668 0.83
O 0.361 1.729 0.534 -0.51
```

Computed properties:
gap between HOMO and LUMO	10.6789	eV
structure (SMILES)	O=c1ncn(O)o1
F_max	4.964	eV Å⁻¹
lowest unoccupied orbital energy	0.08	eV
charge	0
energy	-412.519767	a.u.



This record from the Open Molecules 2025 dataset describes a molecular structure, C3H8ClCoO. The level of theory is ωB97M-V/def2-TZVPD.

```
14
Properties=species:S:1:pos:R:3:nbo_charge:R:1
H -0.786 0.393 -8.212 0.26
H -1.641 0.666 -11.933 0.26
Co 1.469 5.351 -7.207 0.90
H -3.071 -0.167 -10.256 0.25
Cl -0.192 3.683 -7.896 -0.88
O -2.720 1.714 -9.490 -0.22
H -0.597 1.527 -10.813 0.25
H -1.205 -1.075 -8.891 0.26
H -2.006 2.047 -8.943 0.53
H -2.391 -0.287 -7.851 0.26
C -1.205 0.630 -10.935 -0.57
C -1.653 -0.115 -8.634 -0.64
C -2.282 0.475 -9.864 0.06
H -0.567 -0.251 -10.865 0.26
```

Computed properties:
gap between HOMO and LUMO (spin up / spin down)	8.8489 / 2.7461	eV
spin multiplicity	4
F_max	2.207	eV Å⁻¹
lowest unoccupied orbital energy (spin up / spin down)	-4.38 / -9.09	eV
charge	+1
energy	-2036.872439	a.u.



This record from the Open Molecules 2025 dataset describes 10 unconnected molecules or ions with the total composition C30H62F3O29P2S. The level of theory is ωB97M-V/def2-TZVPD.

```
127
Properties=species:S:1:pos:R:3:lowdin_charge:R:1
H 3.595 -7.704 -5.016 0.10
C -1.724 0.154 -1.699 -0.63
O -4.009 -3.298 -5.813 0.11
F -0.237 5.502 -6.318 0.12
H -2.160 -1.594 -3.625 0.10
C 0.730 3.318 -5.003 -0.37
O -2.165 3.649 2.098 0.00
O -0.257 2.531 9.252 0.13
C -8.002 0.510 -1.699 -0.04
H -2.734 -6.011 -7.989 0.10
F -2.271 5.337 -5.527 0.15
H 4.065 -5.584 9.243 0.10
O -8.699 2.233 0.167 0.14
C 5.805 -3.654 -3.543 -0.04
H 3.717 -1.904 -1.877 0.09
C 3.580 -0.880 -1.540 -0.01
C 2.220 -1.196 3.311 -0.62
O 4.592 5.121 -4.407 -0.18
H 3.115 -8.409 -3.461 0.09
O -5.966 -3.617 -6.887 0.01
H -3.921 2.626 1.641 0.09
H -2.490 6.718 4.399 0.10
F -1.592 3.991 -7.097 0.15
S 3.977 2.392 -5.332 0.45
H 4.955 -2.977 -3.578 0.08
O 2.422 -2.277 3.791 0.12
O 4.007 -5.088 -4.834 0.12
C -6.992 3.169 1.963 -0.02
H -2.589 2.483 0.493 0.06
C -2.675 4.501 2.988 -0.63
H -7.759 2.736 2.600 0.10
C 2.774 -5.661 6.960 -0.63
H 4.014 -0.745 -0.552 0.11
O -1.700 4.881 3.801 0.01
C 7.318 0.713 -3.788 -0.01
H -7.462 -0.175 -2.347 0.09
H -2.736 -5.584 -6.267 0.10
O -1.612 -0.887 -1.117 0.14
C 3.242 -7.483 -4.012 -0.03
C -0.408 1.219 -0.130 -0.05
H 0.226 -2.618 2.350 0.10
C -1.846 2.697 7.155 -0.03
H -1.072 3.936 -3.950 0.12
H 4.396 -0.786 4.713 0.10
H -7.355 4.087 1.508 0.10
H 1.135 3.497 -5.985 0.09
O -4.284 -4.835 -7.437 0.02
C -0.480 3.613 8.786 -0.63
O 2.605 -6.434 8.030 0.01
H 3.848 0.839 5.173 0.09
H 4.528 2.463 -2.626 0.05
C -7.561 1.860 0.130 -0.63
H -1.225 6.021 5.419 0.10
C -6.545 -2.586 -6.087 -0.04
H 2.293 -6.954 -4.056 0.10
H 0.319 4.225 11.208 0.10
H -6.508 -2.852 -5.033 0.10
H 1.468 5.686 -4.115 0.03
O 0.002 4.770 9.226 0.01
O -3.822 4.852 3.039 0.13
H 0.917 2.285 -4.774 0.09
H -6.107 3.387 2.554 0.07
H 6.258 -3.734 -4.530 0.10
H -2.442 3.035 6.312 0.08
H -3.298 -0.506 -4.430 0.09
H 2.961 -0.585 5.750 0.10
O 2.701 -0.044 3.756 0.01
H 2.518 -0.660 -1.499 0.09
O -1.228 1.327 -1.298 -0.03
O 3.787 -5.089 6.660 0.12
O -7.052 0.997 -0.750 0.00
H -0.971 0.808 0.704 0.10
H -1.260 2.726 -5.145 0.13
H -8.409 1.327 -2.292 0.10
O 4.198 3.372 -2.603 -0.20
C -1.216 4.634 -5.972 -0.61
H 0.303 -1.785 0.790 0.07
O 1.471 -0.951 2.236 -0.01
H 1.362 4.095 -2.536 0.02
H 0.463 0.600 -0.334 0.08
H -1.079 2.015 6.796 0.10
H -2.256 -4.377 -7.490 0.10
O 5.402 -4.940 -3.070 0.02
H -0.077 2.219 0.132 0.10
C -2.900 -0.814 -3.470 -0.02
C 5.475 -0.117 -2.640 -0.63
C 3.766 -6.555 8.855 -0.04
H 1.887 -3.804 5.335 0.07
H 2.406 -5.220 4.397 0.10
C 0.858 4.653 10.367 -0.03
H 6.535 -3.274 -2.839 0.09
H 4.586 -7.004 8.300 0.10
H 5.186 5.362 -3.682 0.10
O 1.632 -5.634 6.286 0.01
C -4.686 -3.862 -6.633 -0.63
H -3.523 3.982 0.556 0.11
C 0.886 -2.118 1.645 -0.03
H 7.572 -0.254 -4.213 0.10
H -8.807 -0.023 -1.199 0.10
H -7.579 -2.501 -6.403 0.10
P 3.824 3.801 -4.055 -0.01
C 4.493 -5.540 -3.833 -0.63
O -6.587 2.232 0.954 -0.01
H -3.711 -1.184 -2.848 0.10
P 1.683 4.331 -3.873 1.00
H 1.658 -2.803 1.300 0.10
H 7.890 0.885 -2.880 0.10
H 1.174 5.661 10.614 0.09
H 0.680 -4.900 4.653 0.09
C 3.527 -0.166 4.922 -0.02
O 5.909 0.791 -3.520 -0.09
O -1.256 3.863 7.732 0.00
O 6.154 -0.939 -2.097 0.14
C -2.106 5.795 4.828 -0.03
C -0.745 3.645 -4.934 -0.12
O 4.159 0.042 -2.477 -0.03
H 3.487 -7.204 9.678 0.09
O -2.297 0.349 -2.877 0.00
C -3.116 3.165 1.148 -0.02
H -2.853 5.341 5.473 0.09
H -2.490 2.193 7.871 0.10
H 7.537 1.493 -4.509 0.10
H -6.035 -1.639 -6.254 0.09
C 1.669 -4.832 5.097 -0.04
H 1.729 4.046 10.133 0.10
O 4.213 -6.719 -3.292 0.01
C -2.915 -5.215 -7.275 -0.03
```

Computed properties:
gap between HOMO and LUMO	8.4572	eV
F_max	2.982	eV Å⁻¹
lowest unoccupied orbital energy	-3.25	eV
charge	+1
energy	-4742.652924	a.u.



This record from the Open Molecules 2025 dataset describes 3 unconnected molecules or ions with the total composition C4H14NO2. The level of theory is ωB97M-V/def2-TZVPD.

```
21
Properties=species:S:1:pos:R:3:nbo_charge:R:1
C -1.902 0.632 -0.146 -0.23
H 3.768 -0.307 0.288 0.50
H 0.096 1.451 -0.636 0.46
H 1.066 -0.898 -0.891 0.27
H -1.324 -2.204 -1.195 0.24
H 2.280 2.943 0.846 0.49
H -2.296 1.234 0.606 0.23
H -1.927 -1.053 1.309 0.22
H 2.687 -0.611 1.225 0.48
C -0.886 -1.621 -0.393 -0.43
O 1.789 2.169 0.753 -1.01
C -1.989 -0.850 0.313 -0.42
H -2.401 1.072 -1.061 0.25
H -0.471 -2.193 0.378 0.22
H -2.987 -1.225 -0.056 0.25
H -0.041 0.725 0.762 0.44
H -0.204 -0.451 -2.117 0.23
O 2.814 -0.273 0.351 -0.95
N -0.369 0.678 -0.235 -0.52
C 0.017 -0.576 -0.990 -0.24
H 2.281 1.360 0.888 0.49
```

Computed properties:
gap between HOMO and LUMO	12.2754	eV
F_max	5.604	eV Å⁻¹
lowest unoccupied orbital energy	-3.00	eV
charge	+1
energy	-365.777262	a.u.